Entry from the OMol25 dataset: a structure of composition C36H40F5N5RuSeSi2 (the ωB97M-V functional and the def2-TZVPD basis).

Cartesian coordinates (Å):
Ru1 0.43138 0.47072 0.04040
C1 -0.35909 2.02999 2.81750
N1 0.57987 2.24074 1.71611
C2 0.38959 3.51177 1.01944
C3 -0.66875 3.45925 -0.05138
C4 -1.21340 4.63005 -0.55438
C5 -2.13196 4.55576 -1.58398
C6 -2.52230 3.30643 -2.04923
C7 -1.94722 2.19071 -1.47975
N2 -1.01312 2.26336 -0.51812
C8 1.97920 2.08815 2.15482
C9 2.20141 0.69169 2.63641
C10 2.96664 0.40291 3.75007
C11 3.13407 -0.92143 4.12611
C12 2.51867 -1.91092 3.38096
C13 1.76922 -1.53595 2.28214
N3 1.61025 -0.26106 1.91496
C14 -1.54370 1.17979 2.44467
C15 -2.72827 1.28336 3.15457
C16 -3.78974 0.45781 2.82877
C17 -3.64618 -0.43393 1.77855
C18 -2.44120 -0.46037 1.10768
N4 -1.39879 0.31082 1.44373
H1 0.15840 1.52474 3.62918
H2 -0.71136 2.98136 3.21463
H3 0.14599 4.31326 1.71887
H4 1.32589 3.78381 0.53596
H5 -0.90812 5.58761 -0.14345
H6 -2.54633 5.46034 -2.01600
H7 -3.25604 3.19865 -2.83891
H8 -2.23788 1.19137 -1.78861
H9 2.61049 2.25080 1.28941
H10 2.26537 2.81027 2.92719
H11 3.43164 1.20560 4.30966
H12 3.73524 -1.17559 4.99353
H13 2.61345 -2.95753 3.64186
H14 1.27295 -2.27343 1.66898
H15 -2.81422 2.00831 3.95677
H16 -4.72097 0.51793 3.37991
H17 -4.45327 -1.09510 1.48156
H18 -2.28632 -1.10700 0.26477
C19 1.19906 -5.56746 -1.67260
Si1 0.97759 -4.15735 -0.48838
C20 2.48787 -3.08174 -0.50319
C21 0.62688 -4.89587 1.18900
C22 -0.47286 -3.08017 -1.00149
C23 -0.23133 -2.08216 -2.07665
C24 -0.10588 -2.57043 -3.38184
C25 0.04000 -1.70595 -4.44576
C26 0.06049 -0.34272 -4.20092
C27 -0.04642 0.08099 -2.89871
N5 -0.19137 -0.74794 -1.83487
Si2 -2.25844 -3.59786 -0.77895
C28 -3.37132 -2.29557 -1.53360
C29 -2.63261 -3.91269 1.02167
C30 -2.55335 -5.19811 -1.67447
H19 2.01273 -6.21144 -1.31155
H20 1.46343 -5.23127 -2.68394
H21 0.28752 -6.17842 -1.73700
H22 3.31974 -3.51316 0.07081
H23 2.28179 -2.09456 -0.09709
H24 2.83705 -2.93125 -1.53385
H25 1.56023 -5.25242 1.64844
H26 -0.03771 -5.76648 1.08256
H27 0.14175 -4.19734 1.88389
H28 -0.13598 -3.64552 -3.53501
H29 0.13719 -2.08700 -5.45415
H30 0.17447 0.38081 -4.99915
H31 -0.00145 1.12983 -2.68153
H32 -2.92341 -1.29576 -1.52614
H33 -4.33530 -2.24095 -1.00763
H34 -3.58007 -2.54751 -2.58172
H35 -2.20375 -3.16213 1.69744
H36 -2.23249 -4.89380 1.31397
H37 -3.72155 -3.94056 1.18356
H38 -2.12512 -5.20859 -2.68488
H39 -3.63472 -5.36880 -1.76532
H40 -2.12632 -6.03886 -1.11150
F1 6.16763 5.22990 0.54710
C31 5.33411 4.27647 0.17653
C32 4.16503 4.59893 -0.47099
F2 3.86911 5.87554 -0.70072
C33 3.30765 3.59304 -0.86227
F3 2.17745 3.96799 -1.46265
C34 3.58164 2.25072 -0.62458
Se1 2.47879 0.85765 -1.32420
C35 4.75354 1.97008 0.06075
F4 5.07273 0.72442 0.37868
C36 5.62434 2.96341 0.45656
F5 6.73596 2.66597 1.11854

* gap between HOMO and LUMO (alpha / beta): 7.0 / 6.3 eV
* net charge: +1
* ΔE to the lowest compared entry with this formula, charge and spin: 0.0 kcal per mole
* lowest unoccupied orbital energy (alpha / beta): -2.41 / -3.18 eV
* expectation value of S²: 0.754
* 2S+1: 2